# 1
Density functional theory data (ωB97M-V/def2-TZVPD) for a 9-piece molecular cluster, C14H44BF4O12 overall.

Geometry as ORCA input:
```
! RIJCOSX wB97M-V def2-TZVPD def2/J DEFGRID3
* xyz -1 1
B 0.648 0.600 0.528
F 1.410 1.515 -0.237
F -0.151 -0.127 -0.386
F 1.529 -0.269 1.176
F -0.159 1.278 1.447
O 4.105 -0.178 0.524
H 4.235 -0.017 1.463
H 3.184 0.069 0.364
O 1.218 1.030 4.139
H 0.574 1.734 4.262
H 1.327 0.971 3.183
C 3.183 3.425 1.576
C 3.736 4.029 2.849
O 3.593 5.434 2.915
O 1.758 3.531 1.560
H 3.458 2.368 1.515
H 3.502 3.930 0.656
H 4.766 3.692 2.956
H 3.110 3.619 3.650
H 2.821 5.687 2.399
H 1.439 2.956 0.841
C -3.020 2.969 -0.396
C -2.913 1.670 -1.217
O -2.700 0.471 -0.470
O -1.792 3.532 0.008
H -3.572 2.800 0.534
H -3.596 3.672 -1.000
H -2.235 1.790 -2.067
H -3.878 1.522 -1.710
H -1.752 0.286 -0.246
H -1.358 2.902 0.595
C 1.941 -3.346 0.886
C 0.885 -3.369 1.999
O -0.191 -4.182 1.548
O 1.450 -2.846 -0.369
H 2.281 -4.324 0.535
H 2.823 -2.751 1.150
H 0.532 -2.337 2.096
H 1.267 -3.780 2.931
H -0.546 -3.746 0.754
H 1.156 -1.948 -0.151
C -1.645 -3.308 -1.994
C -1.749 -1.927 -2.603
O -1.711 -2.029 -4.010
O -1.843 -3.357 -0.590
H -0.610 -3.642 -2.071
H -2.309 -3.970 -2.560
H -0.863 -1.366 -2.292
H -2.654 -1.425 -2.243
H -2.022 -1.233 -4.442
H -2.753 -3.140 -0.359
C 1.504 -0.306 -5.523
C 2.157 0.118 -4.220
C 2.181 -1.034 -3.203
O 3.474 0.576 -4.452
H 0.694 -1.029 -5.435
H 2.183 -0.735 -6.266
H 1.117 0.578 -6.040
H 1.575 0.946 -3.797
H 1.282 -1.643 -3.339
H 2.064 -0.712 -2.166
H 3.014 -1.731 -3.279
H 3.843 0.876 -3.616
C -2.873 -1.609 2.526
C -3.963 -0.550 2.748
C -3.422 0.805 3.209
O -4.603 -0.320 1.499
H -2.422 -1.975 3.451
H -2.057 -1.170 1.941
H -3.213 -2.462 1.941
H -4.646 -0.944 3.506
H -2.822 1.266 2.424
H -2.886 0.720 4.159
H -4.218 1.529 3.400
H -3.875 -0.056 0.903
*
```

Values from the calculation:
Relative energy (zero: lowest compared OMol25 entry of this formula, charge and spin) (eV): 0.000
HOMO energy (eV): -7.081
Orbital gap (eV): 9.603

---

# 2
Density functional theory data (ωB97M-V/def2-TZVPD) for a 7-piece molecular cluster, C14H44N10O7 overall.

Geometry as ORCA input:
```
! RIJCOSX wB97M-V def2-TZVPD def2/J DEFGRID3
* xyz 0 1
C -2.671 2.262 -5.176
O -2.750 3.585 -4.678
C -3.304 3.591 -3.379
C -3.107 5.000 -2.775
C -1.601 5.428 -2.421
N -3.965 5.199 -1.657
H -2.460 1.475 -4.452
H -1.786 2.201 -5.810
H -3.578 1.948 -5.692
H -4.361 3.352 -3.494
H -2.657 2.908 -2.829
H -3.410 5.718 -3.536
H -0.844 5.398 -3.205
H -1.362 4.837 -1.538
H -1.667 6.470 -2.106
H -4.867 5.226 -2.110
H -3.690 6.147 -1.443
C 0.927 -6.907 1.872
O 0.501 -6.543 3.199
C 0.828 -5.208 3.627
C 0.056 -4.780 4.838
C 0.095 -3.319 5.194
N 0.505 -5.529 6.139
H 0.469 -6.255 1.128
H 0.522 -7.880 1.593
H 2.011 -7.003 1.816
H 1.904 -5.112 3.772
H 0.541 -4.520 2.831
H -0.943 -5.131 4.580
H 1.052 -2.833 5.388
H -0.490 -3.175 6.103
H -0.473 -2.728 4.476
H 1.113 -6.266 5.812
H 1.187 -5.036 6.698
N -3.365 1.421 3.551
C -4.104 2.237 2.874
N -3.417 2.745 1.962
O -5.301 2.364 3.002
H -2.386 1.184 3.479
H -3.918 0.774 4.094
H -3.902 3.464 1.444
H -2.408 2.771 1.984
N 1.070 5.074 4.744
C 1.123 4.536 3.593
N 1.506 5.356 2.699
O 0.852 3.323 3.370
H 0.907 4.439 5.512
H 1.544 5.933 4.986
H 1.803 6.287 2.952
H 1.799 4.944 1.824
N 4.202 -2.526 -1.153
C 4.892 -3.281 -0.414
N 4.549 -3.092 0.840
O 5.765 -4.069 -0.726
H 4.453 -2.492 -2.131
H 3.528 -1.869 -0.787
H 3.645 -2.672 1.002
H 4.982 -3.600 1.598
N 3.144 -0.627 -8.238
C 2.020 -0.916 -7.676
N 2.156 -1.173 -6.379
O 0.952 -0.776 -8.336
H 3.152 -0.635 -9.248
H 3.922 -1.078 -7.779
H 1.346 -1.447 -5.842
H 3.045 -1.622 -6.211
C -0.336 -1.769 -0.348
C 0.099 -0.302 -0.649
O 1.306 -0.111 0.045
H 0.443 -2.503 -0.555
H -1.175 -2.002 -1.003
H -0.647 -1.850 0.694
H -0.535 0.501 -0.273
H 0.268 -0.216 -1.722
H 1.293 0.756 0.456
*
```

Values from the calculation:
SMILES: COC[C@H](C)N.COC[C@H](C)N.NC(N)=O.NC(N)=O.NC(N)=O.NC(N)=O.CCO
Relative energy (zero: lowest compared OMol25 entry of this formula, charge and spin) (eV): 4.449
HOMO energy (eV): -9.422
Orbital gap (eV): 9.377

---

# 3
Density functional theory data (ωB97M-V/def2-TZVPD) for a 7-piece molecular cluster, C14H44N6O9 overall.

Geometry as ORCA input:
```
! RIJCOSX wB97M-V def2-TZVPD def2/J DEFGRID3
* xyz 1 2
C 1.082 0.440 2.992
O 2.290 0.500 2.936
N 0.342 0.147 2.040
N 0.467 0.424 4.138
H 0.795 -0.034 1.155
H -0.546 -0.274 2.276
H -0.532 0.450 3.995
H 0.961 0.558 5.008
C -2.732 -1.381 1.394
O -2.142 -2.343 1.814
N -3.134 -0.415 2.106
N -2.946 -1.269 0.088
H -3.086 -0.347 3.112
H -3.494 0.387 1.607
H -2.509 -1.922 -0.545
H -3.365 -0.372 -0.116
C 1.087 -0.738 8.534
O 1.587 -1.899 7.895
C 2.610 -1.678 6.936
C 3.037 -3.016 6.298
N 2.086 -3.665 5.358
C 1.283 -2.749 4.492
C 1.165 -3.368 3.111
O 2.452 -3.536 2.574
C 2.563 -3.716 1.163
H 1.762 -0.392 9.316
H 0.172 -1.085 9.015
H 0.894 0.049 7.804
H 3.476 -1.297 7.478
H 2.307 -0.918 6.216
H 3.561 -3.699 6.966
H 3.784 -2.643 5.597
H 2.449 -4.281 4.645
H 1.990 -1.941 4.300
H 0.413 -2.386 5.039
H 0.685 -2.693 2.401
H 0.589 -4.285 2.985
H 1.919 -4.585 1.026
H 3.566 -3.872 0.766
H 2.209 -2.843 0.615
C -3.317 4.281 -4.215
O -2.913 5.629 -4.451
C -2.521 5.866 -5.742
C -1.113 5.191 -6.144
N -1.408 3.807 -6.650
C -0.232 2.982 -6.814
C -0.742 1.501 -6.873
O 0.338 0.491 -6.728
C 1.013 0.475 -5.503
H -3.627 4.100 -3.186
H -2.401 3.692 -4.174
H -4.084 3.929 -4.906
H -2.283 6.929 -5.696
H -3.279 5.679 -6.503
H -0.573 4.974 -5.223
H -0.521 5.827 -6.803
H -1.924 3.849 -7.518
H 0.476 3.056 -5.989
H 0.356 3.171 -7.712
H -1.310 1.326 -7.786
H -1.470 1.446 -6.063
H 1.520 1.369 -5.141
H 1.835 -0.227 -5.643
H 0.352 0.175 -4.689
O -0.160 -1.167 -1.424
H 0.163 -2.068 -1.386
H 0.103 -0.854 -2.290
O 0.646 -4.038 -1.869
H 1.419 -4.585 -2.009
H 0.067 -4.574 -1.327
O -0.971 1.761 -1.553
H -1.801 1.856 -1.085
H -0.733 0.841 -1.435
*
```

Values from the calculation:
HOMO energy (alpha / beta) (eV): -10.017 / -10.017
Orbital gap (alpha / beta) (eV): 7.811 / 2.960

---

Asked for maximum force across the records above, the calculation gives 1.877; 8.637; 7.904 eV Å⁻¹ in order.
Asked for total energy across the records above, the calculation gives -51355.937; -44463.561; -42588.146 eV in order.